# 1
Computed, not measured: a 3-piece molecular cluster, C37H81IN7O3Si overall in a non-equilibrium geometry, with ωB97M-V/def2-TZVPD.

The geometry in XYZ format:
```
130
Properties=species:S:1:pos:R:3
C -1.218 2.801 -2.520
C 0.049 2.261 -2.611
N 0.455 0.926 -2.120
C -0.586 0.366 -1.213
C -0.765 1.091 0.122
C -2.064 0.573 0.776
C -1.775 -0.439 1.890
N -0.870 0.135 2.905
C 0.167 -0.796 3.300
C 1.504 -0.157 3.608
O -0.003 -1.992 3.388
C 1.836 0.935 -1.476
C 2.398 2.331 -1.162
C 1.772 3.118 -0.022
O 2.707 4.088 0.401
Si 2.497 4.708 1.953
C 2.515 3.384 3.281
C 0.979 5.809 2.109
C 4.000 5.807 2.256
C 2.972 0.273 -2.296
N 2.675 -0.932 -3.058
C 3.564 -1.225 -4.176
I 5.614 -0.656 -3.757
C 3.576 -2.730 -4.499
C 4.605 -3.135 -5.563
C 1.273 -1.191 -3.384
C 0.751 -2.344 -2.474
C 1.492 -2.572 -1.154
N 2.557 -3.576 -1.260
C 0.473 0.107 -3.442
N -0.811 0.082 -4.114
C -0.700 0.722 -5.450
C -1.384 -1.244 -4.333
C -2.465 -1.759 -3.403
O -1.049 -1.931 -5.286
H -1.548 3.252 -1.586
H -1.921 2.842 -3.347
H 0.800 2.809 -3.168
H -1.545 0.322 -1.711
H -0.330 -0.653 -0.938
H 0.037 0.771 0.783
H -0.834 2.167 0.028
H -2.670 1.397 1.147
H -2.691 0.036 0.059
H -1.344 -1.326 1.431
H -2.726 -0.683 2.361
H -1.414 0.292 3.748
H 2.149 -0.118 2.735
H 1.941 -0.724 4.424
H 1.311 0.850 3.971
H 1.790 0.415 -0.524
H 3.420 2.131 -0.837
H 2.533 2.931 -2.061
H 0.812 3.568 -0.291
H 1.570 2.424 0.804
H 2.399 3.809 4.276
H 1.653 2.730 3.115
H 3.401 2.754 3.213
H 0.060 5.259 2.300
H 1.163 6.514 2.918
H 0.904 6.408 1.201
H 4.463 6.050 1.299
H 3.737 6.712 2.794
H 4.727 5.216 2.811
H 3.350 1.047 -2.975
H 3.752 0.046 -1.574
H 3.229 -0.714 -5.092
H 3.860 -3.216 -3.567
H 2.574 -3.072 -4.757
H 4.724 -2.322 -6.276
H 4.267 -4.041 -6.059
H 5.565 -3.377 -5.122
H 1.271 -1.573 -4.402
H 0.829 -3.271 -3.037
H -0.307 -2.237 -2.242
H 1.862 -1.659 -0.683
H 0.763 -2.989 -0.457
H 3.470 -3.140 -1.250
H 2.520 -4.178 -0.449
H 1.063 0.763 -4.082
H 0.150 0.350 -6.019
H -0.666 1.802 -5.317
H -1.607 0.510 -6.005
H -3.366 -1.821 -4.014
H -2.222 -2.758 -3.064
H -2.667 -1.061 -2.597
C 4.487 1.990 7.295
C 3.610 3.066 7.917
N 2.303 3.167 7.294
C 1.575 4.370 7.663
C 1.164 4.546 9.128
C 1.525 1.942 7.262
C 1.217 1.242 8.591
H 4.567 2.129 6.215
H 5.491 2.044 7.717
H 4.107 0.986 7.490
H 4.119 4.026 7.793
H 3.544 2.888 9.001
H 0.684 4.446 7.033
H 2.196 5.227 7.381
H 0.337 3.891 9.401
H 0.824 5.570 9.292
H 1.992 4.365 9.813
H 2.052 1.229 6.619
H 0.583 2.137 6.739
H 2.098 1.160 9.228
H 0.862 0.228 8.395
H 0.432 1.749 9.149
C -5.463 -3.935 -6.014
C -5.618 -5.053 -4.994
N -5.691 -4.579 -3.623
C -5.535 -5.639 -2.639
C -6.603 -6.736 -2.583
C -6.732 -3.605 -3.339
C -8.183 -3.989 -3.650
H -4.609 -3.299 -5.770
H -5.293 -4.359 -7.004
H -6.356 -3.312 -6.077
H -4.745 -5.705 -5.082
H -6.491 -5.663 -5.269
H -5.441 -5.185 -1.648
H -4.567 -6.118 -2.825
H -7.531 -6.380 -2.139
H -6.248 -7.559 -1.960
H -6.823 -7.148 -3.568
H -6.500 -2.692 -3.897
H -6.656 -3.312 -2.289
H -8.289 -4.439 -4.638
H -8.808 -3.095 -3.631
H -8.592 -4.677 -2.912
```

Charge   +1
Highest occupied orbital energy   -9.77 eV
Largest force on an atom   2.210 eV/Å
LUMO   -0.15588 Ha

---

# 2
Computed, not measured: C33H35F5N4P2SV as an isolated structure in a non-equilibrium geometry, with ωB97M-V/def2-TZVPD.

The geometry in XYZ format:
```
81
Properties=species:S:1:pos:R:3
V -0.314 -1.430 -1.361
C -1.328 1.853 3.279
C -1.518 1.130 2.167
C -0.764 1.106 0.865
C 0.439 0.148 0.651
C 1.641 0.503 1.502
C 1.705 1.555 2.310
C 0.919 2.827 2.437
C -0.224 2.818 3.499
C 1.084 -1.785 3.952
H -1.846 1.510 4.182
H -2.297 0.364 2.206
H -0.474 2.099 0.518
H -1.527 0.768 0.146
H 0.148 -0.919 0.806
H 0.767 0.195 -0.432
H 2.522 -0.162 1.433
H 2.583 1.571 2.973
H 0.562 3.243 1.491
H 1.608 3.574 2.871
H 0.250 2.527 4.445
H -0.630 3.832 3.672
H 2.003 -1.252 4.213
H 1.003 -1.895 2.857
H 1.064 -2.758 4.451
P 1.659 -1.137 -2.256
P -2.185 -0.365 -1.993
N 2.939 -0.039 -2.501
N 2.230 -2.369 -3.344
N -2.313 1.327 -2.516
N -3.691 -0.828 -2.780
C 0.374 -0.264 -3.278
C -0.972 -0.999 -3.316
C 3.922 0.317 -1.578
C 4.842 1.138 -2.213
C 4.407 1.305 -3.572
C 3.232 0.593 -3.714
C 2.441 -3.693 -2.969
C 2.752 -4.428 -4.095
C 2.674 -3.540 -5.225
C 2.319 -2.290 -4.735
C -2.384 2.451 -1.680
C -2.217 3.608 -2.445
C -2.066 3.188 -3.810
C -2.139 1.805 -3.825
C -4.481 -0.209 -3.767
C -5.389 -1.129 -4.287
C -5.161 -2.373 -3.592
C -4.128 -2.159 -2.695
H 0.699 -0.194 -4.328
H 0.241 0.783 -2.957
H -1.511 -0.790 -4.250
H -0.903 -2.126 -3.214
H 3.849 -0.051 -0.566
H 5.728 1.570 -1.765
H 4.890 1.859 -4.365
H 2.561 0.498 -4.557
H 2.327 -3.970 -1.927
H 3.036 -5.475 -4.126
H 2.880 -3.763 -6.264
H 2.088 -1.374 -5.256
H -2.597 2.349 -0.631
H -2.204 4.624 -2.074
H -1.932 3.829 -4.679
H -2.121 1.133 -4.672
H -4.347 0.825 -4.035
H -6.127 -0.937 -5.055
H -5.709 -3.297 -3.741
H -3.654 -2.831 -2.001
F 0.346 0.142 10.330
C 0.169 -0.091 9.017
C -0.026 0.974 8.152
F -0.110 2.235 8.618
C -0.261 0.725 6.814
F -0.878 1.730 6.134
C -0.135 -0.546 6.233
S -0.335 -0.844 4.510
C -0.030 -1.618 7.135
F -0.204 -2.894 6.697
C 0.109 -1.389 8.503
F 0.124 -2.423 9.376
```

Charge   0
Highest occupied orbital energy (spin up / spin down)   -6.63 / -5.65 eV
Largest force on an atom   3.398 eV/Å
LUMO (spin up / spin down)   -0.00521 / -0.01002 Ha
Multiplicity   4

---

# 3
Computed, not measured: C29H28CoN7O4PS as an isolated structure, with ωB97M-V/def2-TZVPD.

The geometry in XYZ format:
```
71
Properties=species:S:1:pos:R:3
Co -0.037 0.083 -0.529
O 0.463 2.206 2.797
C -0.397 1.830 1.814
N 0.072 1.689 0.544
C 1.135 2.511 0.147
C 1.355 3.821 0.589
C 2.443 4.546 0.128
C 3.331 3.996 -0.788
C 3.118 2.708 -1.257
C 2.028 1.980 -0.799
N 1.669 0.702 -1.254
C 2.529 -0.257 -1.561
O 3.761 -0.308 -1.512
C 1.760 -1.442 -2.113
C 2.366 -2.283 -3.035
C 1.599 -3.235 -3.680
C 0.248 -3.326 -3.374
C -0.270 -2.485 -2.407
N 0.467 -1.574 -1.757
C -1.690 1.596 2.186
C -2.320 2.069 3.385
C -3.635 2.375 3.355
C -4.373 2.229 2.108
C -3.844 1.561 1.075
N -2.553 1.007 1.209
H 0.673 4.260 1.304
H 2.596 5.556 0.487
H 4.179 4.568 -1.141
H 3.795 2.253 -1.966
H 3.417 -2.135 -3.237
H 2.039 -3.885 -4.425
H -0.401 -4.033 -3.870
H -1.308 -2.557 -2.117
H -1.709 2.268 4.257
H -4.124 2.808 4.216
H -5.363 2.653 2.006
H -4.371 1.370 0.148
S -2.691 -2.744 0.098
C -2.277 -2.563 1.764
C -2.134 -1.272 2.127
C -2.397 -0.365 1.042
C -2.630 -1.025 -0.144
C -2.726 -0.377 -1.458
C -3.710 -0.645 -2.400
C -3.666 0.021 -3.617
C -2.663 0.947 -3.850
C -1.712 1.153 -2.862
N -1.730 0.496 -1.708
H -2.200 -3.434 2.396
H -1.871 -0.937 3.118
H -4.499 -1.347 -2.168
H -4.419 -0.173 -4.369
H -2.605 1.496 -4.778
H -0.893 1.851 -2.992
N 1.048 -3.596 0.680
C 2.365 -3.000 1.088
P 1.719 -1.609 2.153
O 1.106 -2.334 3.300
O 0.837 -0.896 1.163
C 3.142 -0.563 2.588
N 2.887 0.835 2.228
H 1.115 -4.491 0.203
H 0.551 -2.908 0.097
H 0.490 -3.690 1.543
H 2.909 -2.687 0.198
H 2.913 -3.755 1.648
H 4.029 -0.985 2.094
H 3.284 -0.659 3.665
H 2.708 0.896 1.232
H 3.721 1.390 2.388
H 1.352 1.845 2.597
```

Charge   0
Highest occupied orbital energy (spin up / spin down)   -5.58 / -5.60 eV
Largest force on an atom   0.577 eV/Å
LUMO (spin up / spin down)   -0.01118 / -0.01111 Ha
Multiplicity   2

---

# 4
Computed, not measured: a 6-piece molecular cluster, C3H16O6 overall in a non-equilibrium geometry, with ωB97M-V/def2-TZVPD.

The geometry in XYZ format:
```
25
Properties=species:S:1:pos:R:3
C 0.840 -0.554 -0.012
O -0.149 0.243 -0.642
C 2.039 0.348 0.158
C 2.862 0.278 1.209
H 1.190 -1.388 -0.631
H 0.523 -0.896 0.977
H -0.939 -0.245 -0.908
H 2.133 1.179 -0.572
H 3.744 0.893 1.083
H 2.918 -0.557 1.922
H -0.664 1.305 0.762
H 0.004 1.833 2.001
O -0.874 1.654 1.650
H -2.932 0.995 3.254
H -3.268 0.945 1.800
O -3.407 0.448 2.615
H -1.497 -1.810 2.093
H -2.107 -0.483 1.613
O -1.543 -1.226 1.326
H 0.348 0.680 -2.214
H 0.443 1.934 -3.167
O 0.323 0.985 -3.148
H 0.729 -2.980 -3.115
H 0.985 -1.439 -3.649
O 1.148 -2.119 -2.992
```

Charge   0
Highest occupied orbital energy   -9.85 eV
Largest force on an atom   1.642 eV/Å
LUMO   0.02170 Ha
SMILES   C=CCO.O.O.O.O.O

---

# 5
Computed, not measured: a 3-piece molecular cluster, C9H26BrN2O2 overall in a non-equilibrium geometry, with ωB97M-V/def2-TZVPD.

The geometry in XYZ format:
```
40
Properties=species:S:1:pos:R:3
Br 0.863 0.140 -0.685
C 4.276 1.570 1.206
C 4.713 0.117 1.427
C 4.063 -0.534 2.667
O 4.881 -1.672 3.055
C 4.583 -2.269 4.309
N 4.448 -0.739 0.149
H 3.510 -0.629 -0.209
H 5.057 -0.334 -0.547
H 4.652 -1.723 0.248
H 4.704 2.115 0.365
H 4.545 2.184 2.066
H 3.187 1.583 1.143
H 5.799 0.092 1.520
H 3.072 -0.857 2.351
H 3.983 0.217 3.453
H 3.568 -2.653 4.414
H 4.742 -1.405 4.954
H 5.269 -3.095 4.495
C -5.073 -1.224 -1.110
N -3.963 -0.226 -1.682
C -2.880 -0.160 -0.606
C -3.343 -0.767 -2.984
C -4.574 1.167 -1.856
C -3.696 2.450 -1.851
O -2.541 2.304 -2.711
H -4.649 -2.227 -1.130
H -5.915 -1.240 -1.802
H -5.440 -1.014 -0.106
H -1.927 0.319 -0.832
H -2.635 -1.180 -0.309
H -3.286 0.417 0.224
H -4.123 -0.663 -3.738
H -2.974 -1.791 -2.926
H -2.500 -0.121 -3.229
H -5.275 1.336 -1.039
H -5.167 1.249 -2.767
H -3.301 2.737 -0.876
H -4.308 3.302 -2.147
H -2.346 3.223 -2.906
```

Charge   +1
Highest occupied orbital energy   -9.94 eV
Largest force on an atom   1.884 eV/Å
LUMO   -0.06904 Ha

---

# 6
Computed, not measured: a 2-piece molecular cluster, C4H12N2O2 overall in a non-equilibrium geometry, with ωB97M-V/def2-TZVPD.

The geometry in XYZ format:
```
20
Properties=species:S:1:pos:R:3
C -1.484 -1.179 2.396
C -1.177 -0.152 -1.015
C -0.313 0.730 -0.168
O -0.262 -0.633 2.020
N -0.714 1.854 0.244
H -0.063 2.350 0.846
H -1.997 -1.759 1.625
H -2.175 -0.360 2.628
H -1.361 -1.825 3.283
H -0.852 -1.187 -0.952
H -2.207 -0.041 -0.691
H -1.116 0.162 -2.058
C 2.107 0.385 -2.049
N 1.019 0.230 0.035
O 1.683 -0.467 -0.991
H 1.639 0.890 0.502
H 0.582 -0.752 1.301
H 2.644 -0.267 -2.736
H 2.795 1.155 -1.683
H 1.252 0.864 -2.538
```

Charge   0
Highest occupied orbital energy   -9.21 eV
Largest force on an atom   4.013 eV/Å
LUMO   0.02744 Ha
SMILES   [H]/N=C(/C)NOC.CO

---

# 7
Computed, not measured: a 2-piece molecular cluster, C5H10O overall, with ωB97M-V/def2-TZVPD.

The geometry in XYZ format:
```
16
Properties=species:S:1:pos:R:3
C 0.201 -1.647 -0.517
C 0.727 -0.311 -0.063
C 1.258 0.580 -1.154
C 0.712 0.062 1.217
C -2.170 1.108 0.822
O -2.354 1.521 -0.294
H -0.167 -2.247 0.320
H 0.985 -2.217 -1.031
H -0.618 -1.512 -1.235
H 0.328 -0.593 1.997
H 2.069 0.081 -1.700
H 1.641 1.525 -0.757
H 0.469 0.806 -1.882
H 1.095 1.031 1.530
H -2.457 0.083 1.129
H -1.719 1.731 1.620
```

Charge   0
Highest occupied orbital energy   -9.48 eV
Largest force on an atom   0.495 eV/Å
LUMO   0.03485 Ha
SMILES   C=C(C)C.C=O

---

# 8
Computed, not measured: an isolated ion of composition C23H19N2O and charge +1 in a non-equilibrium geometry, with ωB97M-V/def2-TZVPD.

The geometry in XYZ format:
```
45
Properties=species:S:1:pos:R:3
C 1.521 1.122 0.330
C 1.762 1.451 -1.042
C 3.083 1.435 -1.507
C 3.403 1.883 -2.749
C 2.399 2.384 -3.614
C 1.048 2.384 -3.178
C 0.732 1.906 -1.917
C 0.728 2.033 1.114
C 0.878 2.031 2.513
C 0.228 2.981 3.316
C -0.617 3.971 2.755
C -0.762 4.028 1.365
C -0.040 3.106 0.551
H 2.419 0.756 0.869
H 3.897 1.174 -0.763
H 4.468 1.866 -3.081
H 2.665 2.816 -4.562
H 0.254 2.765 -3.835
H -0.315 2.008 -1.598
H 1.642 1.363 2.929
H 0.426 2.959 4.384
H -1.083 4.765 3.378
H -1.371 4.824 0.883
H -0.015 3.389 -0.511
O -0.343 -0.744 -1.590
C 0.657 -1.266 -0.994
C 1.122 -2.588 -1.326
C 1.509 -3.485 -0.311
C 1.781 -4.831 -0.608
C 1.593 -5.300 -1.919
C 1.163 -4.399 -2.927
C 0.887 -3.075 -2.607
C 1.735 -2.982 1.104
C 1.962 -1.483 1.227
C 1.099 -0.623 0.291
N -0.250 -0.538 0.983
N -1.177 -0.330 1.664
H 2.184 -5.520 0.152
H 1.793 -6.337 -2.178
H 1.026 -4.733 -3.961
H 0.519 -2.384 -3.338
H 0.918 -3.300 1.791
H 2.666 -3.436 1.476
H 1.656 -1.145 2.237
H 3.069 -1.321 1.160
```

Charge   +1
Highest occupied orbital energy   -11.98 eV
Largest force on an atom   9.015 eV/Å
LUMO   -0.16355 Ha
SMILES   N#[N+][C@@]1(C(c2ccccc2)c2ccccc2)CCc2ccccc2C1=O

---

Number 1: electronic energy -72224.48132 eV. Number 2: electronic energy -109427.53004 eV. Number 3: electronic energy -106900.79076 eV. Number 4: electronic energy -15654.53886 eV. Number 5: electronic energy -86864.91281 eV. Number 6: electronic energy -11414.08551 eV. Number 7: electronic energy -7393.28331 eV. Number 8: electronic energy -29177.25893 eV.